Density functional theory data (ωB97M-V/def2-TZVPD) for C36H35N5O2S4V as an isolated structure in a non-equilibrium geometry.

Properties
Total charge ... 0
2S+1 ... 2
LUMO (spin up / spin down) ... -0.23 / -0.04 eV
Strongest force on any atom ... 0.0419 hartree/bohr
Gap between HOMO and LUMO (spin up / spin down) ... 5.1 / 5.5 eV

Each line ends with the Löwdin spin population.
Geometry (Å):
V 1.13 -0.10 -0.50  0.777
C 0.73 3.00 -3.37  0.002
C 1.25 2.28 -2.29  -0.015
N 1.05 0.99 -2.13  0.010
C 0.31 0.33 -3.08  0.005
C -0.29 0.98 -4.16  0.002
C -0.05 2.36 -4.30  -0.015
C -1.11 0.22 -5.03  -0.006
C -1.30 -1.11 -4.79  0.003
C -0.66 -1.77 -3.71  -0.008
C 0.16 -1.08 -2.86  0.008
N 0.89 -1.49 -1.76  0.000
C 1.74 -2.58 -1.67  0.004
C 1.70 -3.81 -2.31  0.018
C 2.70 -4.75 -2.04  -0.003
C 3.74 -4.48 -1.18  0.016
C 3.85 -3.21 -0.56  0.004
C 4.95 -2.79 0.25  0.083
C 5.04 -1.45 0.61  0.000
C 4.04 -0.56 0.26  0.073
N 2.90 -0.95 -0.39  0.010
C 2.84 -2.28 -0.82  0.019
H 0.93 4.06 -3.44  0.000
H 1.84 2.77 -1.52  -0.001
H -0.48 2.91 -5.12  -0.001
H -1.59 0.71 -5.87  0.000
H -1.95 -1.68 -5.44  0.000
H -0.86 -2.82 -3.54  -0.001
H 0.89 -4.05 -2.99  0.001
H 2.65 -5.71 -2.54  -0.001
H 4.51 -5.22 -0.99  0.001
H 5.72 -3.50 0.52  0.005
H 5.89 -1.08 1.15  -0.002
H 4.14 0.49 0.48  0.005
C -2.78 -2.31 2.66  0.000
C -2.14 -3.53 2.00  0.000
S -1.04 -3.18 0.58  0.000
C 0.39 -4.18 1.08  0.000
C 1.15 -3.68 2.31  0.000
S 1.54 -1.89 2.33  0.000
C 0.88 -1.48 3.98  0.000
C -0.59 -1.71 4.26  0.000
S -1.69 -0.92 3.06  0.000
H -3.51 -1.86 1.99  0.000
H -3.28 -2.62 3.57  0.000
H -1.55 -4.11 2.71  0.000
H -2.93 -4.18 1.63  0.000
H 0.03 -5.19 1.27  0.000
H 1.05 -4.22 0.21  0.000
H 0.58 -3.89 3.21  0.000
H 2.10 -4.20 2.39  0.000
H 1.47 -2.05 4.71  0.000
H 1.14 -0.43 4.09  0.000
H -0.83 -2.77 4.27  0.000
H -0.82 -1.31 5.25  0.000
C -3.96 6.79 -0.25  0.000
C -3.52 5.35 -0.29  0.000
C -3.98 4.43 0.66  0.000
C -3.55 3.11 0.64  0.000
C -2.65 2.70 -0.33  0.000
C -2.19 3.59 -1.29  0.000
C -2.63 4.91 -1.26  0.000
S -2.16 0.99 -0.40  0.001
O -2.21 0.61 -1.78  0.000
O -3.04 0.31 0.52  0.000
N -0.61 0.90 0.04  -0.002
C 0.01 1.56 1.06  0.003
C -0.55 2.37 2.06  0.001
C 0.28 2.97 2.98  0.002
C 1.66 2.75 2.92  0.000
C 2.14 1.92 1.95  0.002
N 1.36 1.34 1.03  0.001
H -4.74 6.95 0.49  0.000
H -4.35 7.10 -1.22  0.000
H -3.12 7.44 -0.01  0.000
H -4.69 4.75 1.41  0.000
H -3.92 2.38 1.35  0.000
H -1.52 3.24 -2.06  0.000
H -2.28 5.61 -2.02  0.000
H -1.62 2.49 2.12  0.000
H -0.14 3.60 3.75  0.000
H 2.33 3.20 3.64  0.000
H 3.20 1.69 1.89  0.000